No. 1
Below is a cluster of 2 separate species, C2H8N2O2 in total, with properties calculated with the ωB97M-V functional and the def2-TZVPD basis.

Each line ends with the Löwdin charge.
CARTESIAN COORDINATES (ANGSTROEM)
N: -1.741 0.110 -1.479  0.060
C: -2.380 -0.640 -0.433  -0.357
O: -1.809 -1.416 0.281  0.044
H: -1.414 -0.476 -2.242  0.084
H: -0.892 0.414 -1.001  0.035
H: -3.434 -0.377 -0.253  0.117
N: 1.590 0.149 1.690  0.022
C: 1.340 0.868 0.449  -0.354
O: 1.400 0.093 -0.731  -0.086
H: 0.970 -0.655 1.744  0.066
H: 2.541 -0.201 1.648  0.069
H: 0.361 1.347 0.540  0.103
H: 2.109 1.638 0.360  0.115
H: 1.359 -0.854 -0.572  0.083

As for the HOMO energy: -10.1963 eV. As for the orbital gap: 11.1 eV. As for the SMILES: NC=O.NCO. As for the LUMO energy: 0.887 eV.

=====

No. 2
Below is a structure of composition C40H31BCl4IrN9O4P, with properties calculated with the ωB97M-V functional and the def2-TZVPD basis.

Each line ends with the Löwdin charge.
CARTESIAN COORDINATES (ANGSTROEM)
Ir: 0.750 0.906 1.350  1.277
C: -1.576 0.145 4.785  -0.003
C: -1.042 -0.271 3.573  -0.105
N: -0.509 0.776 2.938  -0.157
N: -0.649 1.860 3.737  -0.001
C: -1.297 1.498 4.849  -0.024
B: 0.045 3.189 3.366  -0.474
N: 1.562 2.917 3.385  -0.004
C: 2.561 3.421 4.121  -0.026
C: 3.730 2.761 3.790  -0.013
C: 3.354 1.835 2.822  -0.100
N: 2.050 1.950 2.581  -0.107
N: -0.336 3.553 1.907  0.002
C: -0.822 4.702 1.423  -0.030
C: -0.810 4.646 0.042  -0.014
C: -0.281 3.395 -0.251  -0.126
N: -0.009 2.743 0.879  -0.132
H: -2.084 -0.457 5.517  0.114
H: -1.014 -1.253 3.135  0.114
H: -1.514 2.228 5.612  0.140
H: -0.264 4.069 4.107  0.131
H: 2.370 4.206 4.833  0.139
H: 4.709 2.913 4.207  0.113
H: 3.944 1.086 2.320  0.121
H: -1.123 5.488 2.095  0.139
H: -1.128 5.406 -0.649  0.113
H: -0.095 2.938 -1.208  0.098
O: 4.668 -4.009 1.736  0.154
C: 4.303 -4.068 0.471  -0.498
O: 4.799 -4.818 -0.325  0.106
C: 3.208 -3.142 0.027  -0.020
C: 2.689 -3.113 -1.256  -0.550
Cl: 3.177 -3.910 -2.670  0.876
N: 1.692 -2.189 -1.273  -0.038
N: 1.568 -1.598 -0.087  0.032
C: 2.459 -2.152 0.708  -0.133
C: 2.430 -1.669 2.125  -0.534
O: 3.124 -2.215 2.969  0.101
O: 1.639 -0.688 2.373  -0.167
C: 0.787 -1.733 -2.284  -0.237
C: 0.054 0.268 -2.936  -0.101
C: -0.830 0.553 -4.098  -0.049
C: -1.375 -0.389 -4.871  -0.019
C: -1.155 -1.846 -4.696  -0.029
C: 0.167 -2.842 -3.172  -0.110
H: 4.109 -3.391 2.278  0.074
H: 0.331 1.188 -2.425  0.102
H: -1.038 1.593 -4.320  0.131
H: -2.015 -0.088 -5.692  0.131
H: -1.768 -2.421 -5.384  0.151
H: 0.474 -3.850 -2.919  0.139
C: -2.942 -4.082 1.462  -0.043
C: -1.567 -4.077 1.272  -0.042
C: -0.923 -2.930 0.836  -0.078
C: -1.648 -1.759 0.575  -0.341
C: -3.033 -1.778 0.767  -0.079
C: -3.671 -2.932 1.204  -0.045
P: -0.818 -0.222 -0.017  1.061
C: -2.244 0.898 -0.277  -0.371
C: -2.775 1.301 -1.498  -0.090
C: -3.837 2.197 -1.557  -0.045
C: -4.394 2.694 -0.392  -0.043
C: -3.885 2.289 0.836  -0.038
C: -2.822 1.406 0.894  -0.115
C: -0.424 -0.840 -1.790  -0.267
C: -1.607 -1.517 -2.273  0.099
C: -1.333 -2.564 -3.173  -0.080
C: 0.361 -2.358 -4.625  -0.151
C: 1.328 -1.254 -4.584  0.080
C: 1.309 -0.648 -3.246  -0.148
H: -3.441 -4.976 1.812  0.120
H: -0.985 -4.966 1.475  0.121
H: 0.149 -2.954 0.727  0.087
H: -3.633 -0.900 0.580  0.101
H: -4.743 -2.921 1.347  0.119
H: -2.380 0.942 -2.434  0.068
H: -4.229 2.498 -2.519  0.117
H: -5.224 3.386 -0.436  0.120
H: -4.319 2.661 1.755  0.121
H: -2.444 1.107 1.862  0.089
H: -2.611 -1.159 -2.072  0.148
H: -2.063 -3.366 -3.250  0.177
H: 0.536 -3.116 -5.384  0.165
H: 1.832 -0.840 -5.444  0.135
H: 2.231 -0.153 -2.946  0.098
Cl: 4.970 3.166 -0.984  0.705
C: 4.010 1.919 -1.761  -1.605
Cl: 3.195 2.547 -3.209  0.671
Cl: 4.970 0.497 -2.152  0.695
C: 2.958 1.508 -0.820  -0.294
N: 2.132 1.178 -0.106  0.079

As for the expectation value of S²: 0.76. As for the HOMO energy (alpha / beta): -13.7985 / -14.1297 eV. As for the orbital gap (alpha / beta): 6.0 / 6.4 eV. The total charge is +2. As for the LUMO energy (alpha / beta): -7.804 / -7.714 eV. The multiplicity is 2.

=====

The calculation returns the following ΔE to the lowest compared entry with this formula, charge and spin values, one per record and in order: 1.726, 2.186 eV.